{
  "formula": "C35H59FFeN5O3P3",
  "method": "wB97M-V/def2-TZVPD",
  "elements": ["Fe", "C", "P", "C", "C", "C", "P", "C", "C", "H", "H", "H", "H", "H", "H", "H", "H", "H", "H", "H", "H", "H", "H", "H", "H", "F", "C", "C", "C", "C", "O", "C", "C", "N", "C", "C", "C", "C", "C", "C", "N", "C", "C", "N", "C", "C", "C", "O", "O", "H", "H", "H", "H", "H", "H", "H", "H", "H", "H", "H", "H", "H", "H", "H", "H", "H", "H", "N", "C", "C", "N", "C", "H", "H", "H", "H", "C", "C", "C", "P", "C", "C", "C", "C", "C", "C", "H", "H", "H", "H", "H", "H", "H", "H", "H", "H", "H", "H", "H", "H", "H", "H", "H", "H", "H", "H", "H"],
  "coordinates": [[0.168702, 0.159494, 2.126260], [-0.714468, 2.146854, 4.977926], [0.396402, 0.821040, 4.440635], [0.262776, -0.334378, 5.831577], [2.038685, 1.573169, 4.689070], [3.099543, 0.784944, 3.939527], [2.543207, 0.682573, 2.217715], [3.879780, -0.187607, 1.352436], [2.811996, 2.380441, 1.639922], [-1.723897, 1.766564, 5.131856], [-0.715294, 2.956058, 4.249416], [-0.350031, 2.523236, 5.935228], [0.526690, 0.203845, 6.742956], [0.924786, -1.189004, 5.722798], [-0.762315, -0.686863, 5.925125], [2.243763, 1.611504, 5.760028], [1.979510, 2.603516, 4.333074], [3.211472, -0.221257, 4.343397], [4.080925, 1.261890, 3.990444], [4.758998, 0.457697, 1.366223], [3.600211, -0.383637, 0.316771], [4.125522, -1.129014, 1.834477], [3.839334, 2.651771, 1.887206], [2.132217, 3.093488, 2.093776], [2.690936, 2.426904, 0.556859], [0.570514, -1.770836, -4.371480], [0.302209, -0.530188, -3.927376], [0.358584, -0.310513, -2.584570], [0.130024, 0.964775, -2.052935], [0.198687, 1.213538, -0.623215], [0.568555, 0.286898, 0.174867], [-0.073877, 2.534799, -0.212167], [-0.312114, 3.510660, -1.150470], [-0.355973, 3.293766, -2.463718], [-0.514350, 4.413008, -3.382605], [-1.403114, 5.554376, -3.018691], [-1.821965, 4.600140, -4.097092], [-0.149293, 2.005914, -2.952457], [-0.213791, 1.756865, -4.327009], [0.015351, 0.495955, -4.855661], [-0.064793, 0.290186, -6.243546], [-0.069242, -1.059012, -6.821032], [-0.306614, -0.964118, -8.330265], [-1.163210, 0.234873, -8.614731], [-0.404922, 1.509872, -8.328256], [0.534501, 1.268450, -7.145825], [-0.082056, 2.963423, 1.213703], [-0.134318, 4.139320, 1.513934], [-0.051989, 2.022759, 2.109269], [0.621475, -1.126525, -1.928518], [-0.449143, 4.529807, -0.814453], [0.399860, 4.638189, -3.917187], [-1.063909, 6.540002, -3.301846], [-1.951739, 5.524907, -2.087563], [-1.799945, 4.926961, -5.127607], [-2.619602, 3.911933, -3.848847], [-0.459928, 2.574050, -4.986996], [-0.867033, -1.636408, -6.356958], [0.865969, -1.601183, -6.670549], [-0.808723, -1.855272, -8.698493], [0.611829, -0.829042, -8.897228], [-1.990552, 0.194179, -8.018005], [-1.489201, 0.230950, -9.581986], [-1.142670, 2.283418, -8.128061], [0.148744, 1.774925, -9.226839], [0.706369, 2.213383, -6.642397], [1.511399, 0.917798, -7.495212], [-3.854069, 1.147111, 2.070286], [-3.988395, 0.053123, 1.255033], [-2.754069, -0.501029, 1.187363], [-1.864553, 0.238078, 1.955853], [-2.575832, 1.236206, 2.454290], [-4.585363, 1.792428, 2.324602], [-4.929760, -0.235603, 0.822194], [-2.460924, -1.378955, 0.654266], [-2.204976, 2.031721, 3.066842], [2.449746, -3.109334, 1.677375], [1.508709, -3.324203, 2.863866], [2.193713, -3.016253, 4.191748], [-0.030437, -2.354367, 2.576714], [-1.099462, -2.766965, 4.042392], [-2.385111, -1.945738, 4.142942], [-1.438236, -4.256161, 4.139760], [-0.808353, -3.289641, 1.154366], [-0.498465, -4.790695, 1.097199], [-0.456128, -2.698180, -0.211791], [3.457697, -3.448005, 1.923999], [2.490212, -2.058922, 1.404502], [2.132900, -3.660058, 0.793337], [1.206087, -4.371400, 2.872501], [2.519399, -1.976491, 4.234315], [3.082687, -3.640306, 4.292011], [1.561112, -3.223780, 5.054512], [-0.474790, -2.511364, 4.894917], [-3.061180, -2.150423, 3.311049], [-2.195504, -0.874502, 4.161955], [-2.909089, -2.216284, 5.061399], [-2.088907, -4.574621, 3.325758], [-1.978716, -4.432424, 5.070876], [-0.554435, -4.893614, 4.154130], [-1.882116, -3.175559, 1.336361], [0.531643, -4.973940, 0.796552], [-1.137580, -5.245338, 0.338108], [-0.683611, -5.316137, 2.028061], [0.590123, -2.903594, -0.447366], [-0.585951, -1.625522, -0.270946], [-1.067510, -3.169467, -0.985962]],
  "atomic_forces_ev_per_a": [[0.5, 0.3, 0.4], [-0.1, 0.0, 0.0], [-0.4, -0.2, -0.1], [0.0, 0.0, 0.1], [0.1, 0.1, 0.0], [0.2, 0.1, 0.1], [-0.2, -0.4, 0.0], [0.1, 0.0, -0.1], [0.0, 0.0, -0.1], [0.0, 0.0, 0.0], [0.0, 0.0, 0.1], [0.0, 0.0, 0.0], [0.0, 0.0, 0.0], [0.1, 0.0, 0.0], [0.0, 0.0, 0.0], [0.0, 0.0, 0.0], [0.0, 0.0, 0.0], [0.0, 0.1, 0.0], [0.0, 0.0, 0.0], [0.0, 0.0, 0.0], [0.0, 0.0, 0.0], [0.1, 0.1, 0.0], [0.0, 0.0, -0.1], [0.1, 0.0, 0.1], [0.0, 0.0, 0.0], [0.0, 0.0, 0.0], [0.0, 0.0, 0.0], [0.1, 0.0, 0.0], [0.0, 0.0, 0.0], [0.2, 0.1, 0.1], [-0.5, -0.4, -0.2], [-0.2, -0.1, -0.1], [0.1, 0.0, 0.0], [0.0, 0.0, 0.0], [0.0, -0.1, 0.0], [-0.1, 0.1, 0.0], [0.0, 0.0, 0.0], [0.0, 0.1, 0.0], [0.0, 0.0, 0.0], [-0.1, 0.0, -0.1], [0.0, 0.0, 0.1], [0.0, 0.0, 0.0], [0.0, 0.0, 0.0], [0.1, 0.0, 0.0], [0.0, 0.0, 0.0], [0.0, -0.1, 0.0], [-0.2, 0.0, 0.1], [-0.1, 0.0, -0.1], [0.4, 0.7, 0.3], [0.0, 0.0, 0.0], [0.0, 0.0, 0.0], [0.0, 0.0, 0.0], [0.0, 0.0, 0.0], [0.0, 0.0, 0.0], [0.0, 0.0, 0.0], [0.0, 0.0, 0.0], [0.0, 0.0, 0.0], [0.0, 0.0, 0.0], [0.0, 0.0, 0.0], [0.0, 0.0, 0.0], [0.0, 0.0, 0.0], [0.0, 0.0, 0.0], [0.0, 0.0, 0.0], [0.0, 0.0, 0.0], [0.0, 0.0, 0.0], [0.0, 0.0, 0.0], [0.0, 0.0, 0.0], [0.0, 0.0, 0.0], [-0.1, 0.0, 0.0], [0.2, 0.1, 0.2], [-0.3, -0.1, -0.5], [-0.1, -0.1, 0.0], [0.0, 0.0, 0.0], [0.0, 0.0, 0.0], [0.1, -0.1, -0.1], [0.0, 0.1, 0.0], [-0.1, -0.1, 0.0], [0.1, 0.1, 0.0], [0.0, 0.0, -0.1], [0.0, 0.1, -0.2], [-0.1, -0.1, -0.2], [0.0, 0.0, 0.0], [0.0, 0.0, 0.1], [0.0, 0.0, 0.0], [-0.1, -0.1, 0.1], [0.0, -0.1, 0.0], [0.0, 0.0, 0.0], [-0.1, -0.1, -0.1], [0.0, 0.0, 0.0], [0.0, 0.0, 0.1], [0.0, 0.0, 0.0], [0.0, 0.0, 0.0], [0.0, 0.0, 0.0], [0.0, -0.1, 0.0], [0.0, 0.0, 0.0], [0.0, 0.0, 0.0], [0.0, 0.0, 0.0], [0.0, 0.0, 0.1], [0.0, 0.0, 0.0], [0.0, 0.0, 0.0], [0.0, 0.0, 0.0], [0.0, 0.0, 0.0], [0.0, 0.0, 0.0], [0.0, 0.0, -0.1], [0.0, 0.0, 0.0], [-0.1, 0.1, 0.1], [0.0, 0.0, 0.0]],
  "homo_lumo_gap_ev": [8.33, 8.33],
  "spin_multiplicity": 2,
  "lumo_ev": [-7.30, -7.29],
  "de_lowest_kj_mol": 0.0,
  "total_charge": 3,
  "total_energy_ev": -115796.575
}

=====

{
  "formula": "C35H61N6O5PdS4",
  "method": "wB97M-V/def2-TZVPD",
  "elements": ["Pd", "C", "C", "C", "O", "H", "H", "H", "H", "H", "H", "H", "C", "S", "O", "C", "H", "H", "H", "H", "H", "H", "C", "S", "O", "C", "H", "H", "H", "H", "H", "H", "C", "S", "O", "C", "H", "H", "H", "H", "H", "H", "C", "S", "O", "C", "H", "H", "H", "H", "H", "H", "N", "C", "C", "C", "C", "H", "H", "H", "H", "H", "N", "C", "C", "C", "C", "H", "H", "H", "H", "H", "N", "C", "C", "C", "C", "H", "H", "H", "H", "H", "N", "C", "C", "C", "C", "H", "H", "H", "H", "H", "N", "C", "C", "C", "C", "H", "H", "H", "H", "H", "N", "C", "C", "C", "C", "H", "H", "H", "H", "H"],
  "coordinates": [[4.954515, 0.833875, -0.944024], [0.851065, -0.303165, -1.479754], [1.692815, 0.026185, -0.184874], [1.055825, -0.696295, 0.990316], [3.064805, -0.071685, -0.306714], [-0.207635, -0.297695, -1.220504], [1.129365, -1.321425, -1.751404], [1.016595, 0.303215, -2.370264], [1.408105, 1.074105, -0.090494], [0.927415, -1.777355, 0.936286], [0.040745, -0.309825, 1.081766], [1.403535, -0.590385, 2.017926], [3.580885, 2.263695, 2.851636], [3.947705, 3.404035, 1.490386], [4.513305, 2.564625, 0.319136], [2.288405, 3.892235, 0.961486], [3.072995, 2.669045, 3.726746], [4.443715, 1.620845, 3.025896], [2.930675, 1.543815, 2.354546], [1.704265, 4.412155, 1.720816], [1.627545, 3.063195, 0.708386], [2.381025, 4.607025, 0.143816], [-3.536465, 2.306655, 3.555276], [-1.967785, 2.204255, 4.574686], [-2.170645, 1.073325, 5.636796], [-1.045185, 1.277975, 3.278336], [-4.263445, 2.851555, 4.157496], [-3.961345, 1.305885, 3.477666], [-3.356395, 2.760365, 2.580686], [-0.169395, 0.823935, 3.741966], [-0.746365, 1.845925, 2.397286], [-1.742215, 0.488555, 2.997146], [4.049145, -1.412445, 3.359346], [4.755675, -2.246125, 1.878776], [5.987475, -2.914825, 2.453756], [3.441675, -3.581105, 1.860856], [2.960485, -1.463865, 3.342876], [4.255465, -0.350715, 3.494466], [4.485125, -2.039685, 4.136896], [3.576865, -4.207175, 0.978896], [2.530365, -2.985495, 1.807496], [3.365445, -4.266665, 2.704836], [3.699675, 4.775335, -3.443264], [3.364155, 2.978345, -3.550664], [4.114535, 2.390395, -2.321164], [1.553705, 2.866685, -3.150874], [4.032525, 5.142865, -2.472574], [2.734605, 5.144425, -3.790414], [4.434245, 5.185075, -4.136544], [0.947325, 3.626515, -3.643894], [1.239105, 2.938905, -2.109774], [1.176185, 1.946125, -3.596004], [1.058735, -5.136325, -4.953944], [0.414555, -3.953425, -5.009494], [1.098785, -2.992965, -4.257034], [2.138695, -3.678655, -3.519864], [2.074005, -4.982225, -3.972504], [0.826105, -5.950445, -5.504574], [-0.334905, -3.902805, -5.785464], [0.946295, -1.926705, -4.178054], [2.840295, -3.211215, -2.844844], [2.652025, -5.878455, -3.802044], [-3.641425, -0.023605, -3.138284], [-2.483515, -0.277085, -3.843274], [-2.674285, 0.051885, -5.160634], [-3.968415, 0.515345, -5.258504], [-4.570825, 0.474055, -4.000364], [-3.805715, -0.189615, -2.155654], [-1.675935, -0.782185, -3.334254], [-1.996645, -0.053615, -5.994954], [-4.412865, 0.845735, -6.185704], [-5.566705, 0.826965, -3.776574], [-2.545875, 3.065255, -1.881854], [-1.439105, 2.700075, -1.203104], [-1.465295, 3.287195, 0.064676], [-2.477745, 4.225755, 0.057226], [-3.144315, 4.088495, -1.190294], [-2.887515, 2.836255, -2.804324], [-0.824565, 1.945755, -1.671874], [-0.789475, 3.190695, 0.901536], [-2.767595, 4.970995, 0.783166], [-4.033765, 4.624375, -1.487124], [1.856495, 0.260315, 6.344026], [2.123505, -0.239235, 7.559906], [2.274745, -1.636895, 7.439556], [2.016395, -1.906355, 6.102776], [1.735785, -0.722935, 5.424146], [1.632565, 1.229545, 6.169276], [2.207805, 0.474155, 8.366366], [2.437485, -2.345065, 8.238566], [1.990155, -2.871325, 5.618476], [1.408935, -0.525685, 4.413866], [-2.085895, -3.884965, -2.111164], [-1.032785, -3.381565, -1.370014], [-1.426435, -3.535965, -0.080324], [-2.702015, -4.110985, -0.017784], [-3.127375, -4.251025, -1.341274], [-2.132775, -3.903415, -3.119914], [-0.174705, -2.948145, -1.862194], [-0.831785, -3.212245, 0.761106], [-3.450185, -4.193475, 0.756716], [-4.068585, -4.641275, -1.699374], [-4.153385, -1.402325, -0.503084], [-5.395575, -1.171475, -1.004494], [-5.708315, 0.192895, -0.757664], [-4.589415, 0.762355, -0.094034], [-3.636525, -0.241975, 0.079396], [-3.660595, -2.278175, -0.402304], [-5.952525, -1.967515, -1.476224], [-6.524935, 0.787215, -1.140184], [-4.521685, 1.805155, 0.178706], [-2.623605, -0.224365, 0.453666]],
  "atomic_forces_ev_per_a": [[-1.3, 0.4, 0.1], [0.9, -1.1, 0.6], [-1.0, 0.8, -1.6], [-0.9, -0.4, 1.1], [0.0, -0.8, 0.2], [0.0, 0.0, -0.1], [-0.2, -0.1, -0.2], [0.2, 0.2, 0.4], [0.5, 0.7, 0.6], [0.3, -0.1, -0.8], [-0.2, 0.0, -0.3], [0.9, 0.6, -0.2], [-0.7, -1.1, -1.4], [0.7, -0.3, -0.9], [-0.5, 1.0, 1.8], [-0.6, 0.0, 0.3], [0.4, 0.3, -0.1], [0.4, 0.8, 0.4], [-0.6, -0.1, 0.1], [0.5, 0.2, 0.5], [0.5, -0.3, -0.4], [0.2, -0.3, -0.1], [0.3, -0.2, 1.1], [-0.8, -2.8, 0.7], [0.2, 2.5, -2.0], [-0.2, 0.0, 0.2], [0.2, 0.4, -0.1], [0.4, -0.2, -0.2], [0.1, 0.1, 0.1], [-0.1, 0.2, 0.2], [-0.2, 0.2, 0.2], [0.1, -0.1, -0.1], [-0.4, -0.3, -0.5], [0.4, -1.8, 1.7], [-0.7, 0.9, -1.0], [0.0, 0.8, -0.5], [0.2, -0.4, 0.0], [0.6, -0.3, -0.2], [-0.2, 0.3, 0.3], [0.0, 0.3, -0.1], [-0.2, -0.4, -0.3], [0.6, 0.5, 0.4], [-0.7, 0.1, -0.5], [0.8, -0.4, 1.8], [-0.9, 0.6, -1.6], [-0.2, 0.4, -0.4], [-0.6, -0.5, 0.3], [0.0, 0.6, 0.4], [0.1, -0.9, -0.3], [0.5, 0.4, -0.3], [0.8, -0.1, 0.2], [0.4, -0.2, 0.2], [1.5, 0.9, 2.7], [0.3, 1.4, -1.1], [-0.2, -1.0, 0.4], [-1.2, -0.7, -1.7], [-0.1, -1.2, -1.1], [0.2, 0.1, 0.4], [-0.2, 0.6, 0.2], [-0.4, -0.1, -0.2], [0.0, -0.3, 0.0], [0.2, 0.3, 0.4], [0.1, 0.3, -0.8], [0.1, -0.5, 1.1], [0.9, -0.4, 0.2], [-1.7, 0.7, 0.0], [0.4, 0.3, -1.4], [0.3, 0.1, -0.2], [0.1, 0.1, -0.1], [0.1, -0.1, 0.2], [-0.2, 0.1, 0.2], [0.2, -0.3, 0.5], [-0.9, 2.5, 0.2], [0.3, -1.7, 0.5], [1.3, -0.1, -0.7], [-2.2, 0.6, -2.1], [0.2, 0.0, 2.1], [0.6, -0.5, 0.0], [0.1, -0.1, 0.4], [0.3, -0.3, -0.4], [0.1, -0.2, 0.2], [0.1, -0.3, -0.4], [-0.6, 1.1, -0.6], [0.6, -1.0, 0.9], [-0.4, 1.9, 0.8], [-0.5, -0.3, -1.8], [0.2, -1.0, 0.4], [0.0, -0.2, 0.2], [0.1, -0.4, 0.2], [0.1, 0.2, -0.1], [0.1, -0.1, 0.2], [0.1, -0.1, 0.2], [0.2, 0.6, -1.6], [-1.1, -0.6, -1.0], [1.0, 0.7, 1.7], [-1.8, 0.2, -1.3], [0.6, -0.6, 1.5], [0.3, 0.1, 0.1], [-0.1, -0.3, 0.2], [-0.1, -0.1, 0.1], [0.6, -0.3, 0.5], [0.2, 0.1, -0.3], [0.5, 1.4, 1.1], [-0.6, 1.5, 0.6], [0.9, -1.4, -0.4], [0.4, -0.8, 0.0], [-1.1, 0.0, -0.7], [-0.2, -0.3, -0.3], [0.0, 0.2, 0.0], [-0.2, -0.4, 0.2], [0.2, -0.1, 0.1], [-0.2, 0.0, 0.1]],
  "homo_lumo_gap_ev": [6.74, 4.82],
  "spin_multiplicity": 3,
  "lumo_ev": [-3.18, -5.10],
  "total_charge": 1,
  "total_energy_ev": -103266.890
}